63
Properties=species:S:1:pos:R:3:forces:R:3:mulliken_charge:R:1 method="wB97M-V/def2-TZVPD" energy_ha=-3645.9345 homo_energy_ev="-5.8 / -8.2" e_above_lowest_ev=0.000 gap_ev="5.83 / 8.18" spin_multiplicity=3
Ti -1.257153 0.592161 0.050045 0.4 0.7 -0.2 0.56
O -1.333033 2.435999 3.597866 0.0 0.1 0.0 -0.75
C -0.890891 1.948847 2.563115 -0.2 -0.1 0.1 0.27
O -1.108762 0.741533 2.162701 -0.1 0.0 -0.1 -0.31
C -0.134565 2.839065 1.514253 0.0 -0.1 0.1 0.81
O 0.401166 3.876460 1.839686 0.0 0.0 0.0 -0.72
O -0.225661 2.346495 0.319927 0.0 0.1 0.0 -0.56
N 1.375008 0.569924 -1.895907 0.0 0.0 0.0 0.12
P 1.211619 -0.009310 -0.293513 -0.1 -0.1 0.0 1.93
C 1.974050 -1.666652 -0.422822 0.0 0.0 0.0 0.48
C 1.204440 -2.655546 -1.039062 0.0 0.0 0.0 -0.49
C 1.691961 -3.943819 -1.183273 0.0 0.0 0.0 -0.68
C 2.955753 -4.262257 -0.702115 0.0 0.0 0.0 -0.62
C 3.728444 -3.287075 -0.090323 0.0 0.0 0.0 -0.67
C 3.242460 -1.993133 0.048244 0.0 0.0 0.0 -0.50
C 2.398185 0.957040 0.665479 0.0 0.0 0.0 0.10
C 3.010369 2.103770 0.177626 0.0 0.0 0.0 -0.74
C 3.804463 2.875367 1.013396 0.0 0.0 0.0 -0.63
C 3.979993 2.512076 2.339104 0.0 0.0 0.0 -0.53
C 3.353848 1.377516 2.837165 0.0 0.0 0.0 -0.74
C 2.560296 0.605369 2.005377 0.0 0.0 0.0 -0.25
C 0.294920 0.730670 -2.733939 0.0 0.0 0.0 0.22
C 0.509482 0.949484 -4.103668 0.0 0.0 0.0 -1.08
C -0.571677 1.081967 -4.937801 0.0 0.0 0.0 -0.37
C -1.859695 0.998395 -4.409983 0.0 0.0 0.0 -1.30
C -1.983504 0.802483 -3.056877 0.0 0.0 0.0 -0.35
N -0.939939 0.666067 -2.216293 0.0 0.0 0.0 0.36
H 2.272851 0.530626 -2.355688 0.0 0.0 0.0 0.37
H 0.213361 -2.411925 -1.409130 0.0 0.0 0.0 0.32
H 1.082705 -4.700273 -1.661583 0.0 0.0 0.0 0.44
H 3.336708 -5.270340 -0.802580 0.0 0.0 0.0 0.39
H 4.714832 -3.531668 0.282184 0.0 0.0 0.0 0.42
H 3.852269 -1.237711 0.526775 0.0 0.0 0.0 0.37
H 2.830923 2.422713 -0.840678 0.0 0.0 0.0 0.34
H 4.262981 3.778221 0.632620 0.0 0.0 0.0 0.39
H 4.584138 3.126578 2.993367 0.0 0.0 0.0 0.38
H 3.466044 1.105937 3.878487 0.0 0.0 0.0 0.40
H 2.048161 -0.263858 2.405183 0.0 0.0 0.0 0.40
H 1.521500 1.008876 -4.481355 0.0 0.0 0.0 0.43
H -0.420715 1.250403 -5.996193 0.0 0.0 0.0 0.41
H -2.738003 1.102877 -5.029008 0.0 0.0 0.0 0.44
H -2.961260 0.767245 -2.592312 0.0 0.0 0.0 0.53
N -4.030607 0.636811 1.711209 0.0 -0.1 0.1 -0.45
N -3.831154 1.990602 2.036104 0.2 0.1 -0.1 -0.06
C -3.359720 2.827336 1.078330 -0.1 0.0 0.2 0.09
N -2.887196 3.997763 1.535835 0.1 0.0 0.0 -0.35
S -3.388713 2.473691 -0.570648 0.0 -0.3 0.1 -0.49
H -5.020504 0.427110 1.761038 0.0 0.0 0.1 0.21
H -3.525883 0.088137 2.399197 0.1 0.0 -0.1 0.20
H -3.458960 2.155860 2.968286 0.0 0.0 0.0 0.38
H -2.496516 4.021689 2.473820 0.0 0.0 0.0 0.38
H -2.418574 4.569520 0.852041 0.0 0.0 0.0 0.25
Cl -0.508993 -4.423627 2.588413 0.0 0.0 0.0 -0.23
C -1.310675 -3.571999 1.318294 0.0 0.1 -0.1 -0.05
C -2.072956 -4.252356 0.383619 0.0 0.0 0.0 -0.42
C -2.688653 -3.504437 -0.611282 0.0 0.0 0.0 -0.68
C -2.503066 -2.137940 -0.644643 0.0 0.0 0.0 -0.35
N -1.736457 -1.485058 0.249878 -0.3 -0.2 0.1 0.63
C -1.170268 -2.199804 1.237757 0.0 0.0 0.0 -0.43
H -2.181888 -5.326153 0.440914 0.0 0.0 0.0 0.46
H -3.309610 -3.977289 -1.359142 0.0 0.0 0.0 0.46
H -2.966471 -1.533138 -1.414743 0.0 0.0 0.0 0.32
H -0.591179 -1.647333 1.967229 0.0 0.0 0.0 0.51


86
Properties=species:S:1:pos:R:3:forces:R:3:mulliken_charge:R:1 method="wB97M-V/def2-TZVPD" energy_ha=-4506.5493 homo_energy_ev="-11.3 / -11.8" e_above_lowest_ev=0.055 charge=+1 gap_ev="8.79 / 9.35" spin_multiplicity=2
Ti -1.181715 -0.173093 -0.066854 0.4 0.3 0.0 1.90
C -4.367627 3.375926 1.370320 0.0 0.0 0.0 -1.89
C -3.452589 2.177980 1.644562 -0.1 0.1 0.2 1.75
O -3.418614 1.934124 3.060936 0.0 0.0 0.0 -0.75
P -1.712386 2.670349 1.366469 0.2 -0.1 -0.1 0.41
O -1.361352 3.437296 2.699744 0.0 0.0 0.0 -0.59
O -1.597131 3.795416 0.255384 -0.1 0.1 0.1 -0.58
O -0.738462 1.582283 1.037903 -0.4 -0.3 -0.1 -0.67
P -4.149832 0.706680 0.723102 -0.1 -0.2 -0.2 0.85
O -4.938731 0.000690 1.900279 0.0 -0.1 0.0 -0.61
O -4.959806 1.175005 -0.406115 0.0 0.0 0.0 -0.83
O -3.028995 -0.302832 0.355793 0.6 0.3 0.0 -0.54
H -4.047236 4.240818 1.956547 0.0 0.0 0.0 0.45
H -5.382633 3.122846 1.672034 0.0 0.0 0.0 0.44
H -4.383644 3.614021 0.308432 0.0 0.0 0.0 0.29
H -3.858364 1.091768 3.245544 0.0 0.0 0.0 0.48
H -1.870959 3.037926 3.435008 0.1 0.0 -0.1 0.42
H -1.993220 4.640515 0.513885 0.0 -0.1 0.0 0.37
H -4.517458 -0.832727 2.224817 0.0 0.0 0.0 0.47
C -1.371024 2.435223 -3.501207 0.0 0.0 0.0 -1.71
C -1.928020 1.293950 -2.703804 0.0 0.1 0.0 0.59
O -1.883123 1.321980 -1.461324 0.2 -0.3 -0.1 0.10
N -2.445011 0.266303 -3.375719 -0.1 0.0 0.1 -0.05
C -3.141359 -0.840644 -2.726530 0.0 0.0 0.0 -0.80
C -2.233633 -2.014157 -2.448995 0.1 0.1 0.0 0.77
C -2.445996 -3.223841 -3.085029 0.0 -0.1 -0.1 -0.84
C -1.596118 -4.291093 -2.841515 0.0 0.1 0.1 -0.64
C -0.528862 -4.099303 -1.983091 0.0 -0.1 -0.1 -1.21
C -0.371174 -2.862869 -1.390606 0.0 0.0 0.2 -0.55
N -1.212017 -1.842194 -1.588810 -0.3 0.0 0.1 0.77
H -1.420682 3.337026 -2.896625 0.0 0.0 0.0 0.23
H -1.898731 2.585060 -4.441178 0.0 0.0 0.0 0.54
H -0.321573 2.220341 -3.715013 0.0 0.0 0.0 0.29
H -2.465989 0.318188 -4.380520 0.0 0.0 0.0 0.29
H -3.946261 -1.160584 -3.384853 0.0 0.0 0.0 0.67
H -3.595541 -0.469102 -1.810106 0.0 0.0 0.0 -0.35
H -3.282538 -3.333972 -3.761697 0.0 0.0 0.0 0.51
H -1.766795 -5.247928 -3.315426 0.0 0.0 0.0 0.44
H 0.165025 -4.897393 -1.761640 0.0 0.0 0.0 0.54
H 0.430650 -2.686182 -0.686287 0.0 0.0 0.0 0.64
C 3.650347 -0.210825 2.992062 0.0 0.0 0.0 -1.05
N 2.275708 -0.137144 2.510069 -0.1 -0.2 -0.2 1.10
C 1.280462 0.200291 3.535043 0.0 0.1 0.0 -0.53
P 1.854306 -1.075581 1.233957 0.1 -0.1 0.3 -1.64
O 0.391367 -1.022651 1.008407 -0.3 0.2 -0.2 1.49
O 2.678592 -0.482912 -0.018266 -0.1 0.1 -0.1 -0.20
P 2.061837 0.609127 -1.063553 0.5 0.2 -0.1 -0.59
O 0.612969 0.380291 -1.294742 -0.5 -0.2 0.2 -0.28
N 2.897379 0.357769 -2.448267 -0.1 0.0 0.2 0.27
C 2.621805 -0.876449 -3.183347 0.0 0.0 0.0 -0.91
C 4.252518 0.873586 -2.611377 0.0 0.0 0.0 -1.04
N 2.433554 2.052125 -0.423003 -0.1 -0.2 0.0 0.86
C 1.557658 3.201185 -0.636202 0.0 0.0 0.0 -0.87
C 3.601577 2.303020 0.410846 0.0 0.0 0.0 -1.07
N 2.369411 -2.632592 1.254499 0.0 0.2 -0.1 0.77
C 3.758765 -3.012432 1.024429 0.0 0.0 0.0 -0.97
C 1.612193 -3.559214 2.107341 0.0 0.0 0.1 -0.85
H 3.771834 -0.976725 3.764154 0.0 0.0 0.0 0.27
H 3.934878 0.751450 3.419634 0.0 0.0 0.0 0.36
H 4.333440 -0.432902 2.171433 0.0 0.0 0.0 0.34
H 1.282030 -0.531537 4.347085 0.0 0.0 0.0 0.24
H 0.289524 0.234432 3.093039 0.0 0.0 0.0 -0.20
H 1.525200 1.181530 3.945257 0.0 0.0 0.0 0.29
H 1.572470 -1.143271 -3.067105 0.0 0.0 0.0 0.08
H 3.244546 -1.706684 -2.834742 0.0 0.0 0.0 0.26
H 2.826964 -0.709542 -4.240783 0.0 0.0 0.0 0.46
H 4.335558 1.851140 -2.142659 0.0 0.0 0.0 0.33
H 4.455370 0.985996 -3.676158 0.0 0.0 0.0 0.36
H 5.006948 0.203791 -2.185788 0.0 0.0 0.0 0.29
H 0.648854 2.886702 -1.142916 0.0 0.0 0.0 -0.07
H 2.069781 3.964966 -1.226205 0.0 0.0 0.0 0.35
H 1.270883 3.626223 0.326307 0.0 0.0 0.0 0.28
H 4.280268 1.453746 0.390764 0.0 0.0 0.0 0.29
H 3.298555 2.486049 1.444000 0.0 0.0 0.0 0.21
H 4.136149 3.180144 0.039976 0.0 0.0 0.0 0.45
H 4.237400 -2.307993 0.347868 0.0 0.0 0.0 0.19
H 3.781955 -4.000462 0.562579 0.0 0.0 0.0 0.33
H 4.332203 -3.062353 1.954776 0.0 0.0 0.0 0.29
H 0.582912 -3.222100 2.222059 0.0 0.0 0.0 0.16
H 2.067320 -3.655902 3.096815 0.0 0.0 0.0 0.33
H 1.605124 -4.541312 1.632769 0.0 0.0 0.0 0.36
F -1.399619 -2.620430 3.644485 0.1 0.0 0.0 -0.33
B -2.109845 -1.936834 2.683530 0.0 0.1 0.0 -0.04
F -3.504452 -2.039019 2.897290 -0.1 0.1 0.0 -0.45
F -1.764581 -0.552028 2.705798 -0.1 -0.1 0.1 -0.24
F -1.802621 -2.438478 1.391027 0.0 0.0 -0.1 -0.31


9
Properties=species:S:1:pos:R:3:forces:R:3:mulliken_charge:R:1 method="wB97M-V/def2-TZVPD" energy_ha=-561.0523 homo_energy_ev=-8.5 e_above_lowest_ev=1.164 gap_ev=8.29 spin_multiplicity=1
C 0.781725 0.011221 -1.313835 -2.3 -0.8 3.7 0.28
C 0.928580 0.230410 -2.755348 0.5 -1.5 -1.5 0.85
N -1.361026 0.294209 0.349292 -0.6 -0.6 2.4 -0.37
N -1.135938 0.245313 -0.791801 1.9 0.4 -2.5 0.08
O 1.522050 -0.247024 -0.436928 0.3 0.1 -0.4 -0.41
F 0.871833 1.503229 -2.930391 0.5 2.6 -0.5 -0.23
F 2.030166 -0.291817 -3.340221 -0.1 0.4 0.5 -0.24
F -0.106132 -0.290206 -3.379825 -0.9 -0.8 -0.4 -0.24
H -0.716707 0.050520 1.164315 0.5 0.4 -1.2 0.27


11
Properties=species:S:1:pos:R:3:forces:R:3:mulliken_charge:R:1 method="wB97M-V/def2-TZVPD" energy_ha=-206.5230 homo_energy_ev=-8.8 e_above_lowest_ev=1.129 gap_ev=9.82 spin_multiplicity=1
H 0.340172 0.522250 1.096430 0.3 -1.2 -0.2 0.23
N -0.268017 0.543713 0.279965 -0.6 2.3 1.1 -0.55
C -1.498622 0.391095 0.592133 0.5 -1.9 -1.6 0.09
N -2.058705 -0.541479 1.437592 -0.4 0.3 0.7 -0.49
H -2.256276 0.812512 -0.073048 0.0 0.0 0.0 0.26
H -2.934856 -0.922912 1.123751 -0.2 0.3 0.1 0.24
H -1.496816 -1.258026 1.865529 0.4 0.3 0.0 0.22
N 3.135460 -0.174453 -1.965169 -0.4 -0.4 -0.7 -0.51
H 2.903089 -0.917776 -1.342079 0.2 0.3 0.5 0.17
H 2.972685 -0.392769 -2.927003 0.1 0.2 -0.1 0.17
H 3.621749 0.663481 -1.731568 0.0 -0.2 0.3 0.17


8
Properties=species:S:1:pos:R:3:forces:R:3:mulliken_charge:R:1 method="wB97M-V/def2-TZVPD" energy_ha=-333.4306 smiles="[H]/N=c1/nno[nH]1" homo_energy_ev=-10.5 e_above_lowest_ev=3.189 gap_ev=10.37 spin_multiplicity=1
H -2.174509 0.462545 -0.092353 0.2 -0.7 -0.6 0.26
N -1.647841 -0.430703 -0.154587 -2.7 1.1 0.8 -0.49
C -0.440659 -0.231680 -0.077345 1.1 -1.6 -0.6 0.42
N 0.438296 -1.384498 0.017590 1.3 0.6 -1.3 -0.19
N 1.600326 -0.985030 -0.150762 -1.6 -0.5 1.3 0.03
O 1.642512 0.383300 -0.116147 2.3 0.8 -0.9 -0.09
N 0.361107 0.930690 -0.170068 -0.6 -1.4 -0.4 -0.21
H 0.220771 1.255375 0.743673 0.1 1.8 1.8 0.28